Entry 1:
74
Properties=species:S:1:pos:R:3 method="wB97M-V/def2-TZVPD" de_lowest_kj_mol=59.6 s2=2.018 spin_multiplicity=3 total_charge=-1
Ti 0.00 0.09 0.30
N 3.79 1.65 0.94
C 4.81 1.03 0.23
C 6.06 1.62 0.12
C 7.07 1.01 -0.61
C 6.84 -0.20 -1.24
C 5.59 -0.81 -1.11
C 4.59 -0.21 -0.37
S 3.06 -1.04 -0.05
N 2.01 0.29 0.14
C 2.44 1.38 0.77
C 1.47 2.28 1.26
C 1.75 3.58 1.75
C 0.73 4.35 2.26
C -0.56 3.82 2.32
C -0.79 2.56 1.81
N 0.17 1.81 1.25
H 4.02 2.51 1.40
H 6.24 2.56 0.64
H 8.04 1.49 -0.69
H 7.61 -0.67 -1.82
H 5.41 -1.77 -1.57
H 2.75 3.98 1.70
H 0.95 5.34 2.63
H -1.38 4.37 2.76
H -1.78 2.13 1.84
S -2.64 -3.46 1.95
Sb -1.93 -1.34 2.36
S -2.32 0.02 0.41
S 0.47 -1.15 2.25
S -2.77 -0.27 4.17
C 2.17 1.61 -2.66
C 0.69 1.70 -2.65
N -0.17 1.21 -1.77
C -1.43 1.56 -2.22
C -1.33 2.27 -3.37
N 0.02 2.35 -3.64
H 2.50 0.86 -1.95
H 2.62 2.57 -2.39
H 2.53 1.34 -3.66
H -2.32 1.28 -1.69
H -2.08 2.71 -4.01
H 0.43 2.81 -4.43
C 2.71 -3.01 -2.86
C 1.25 -2.74 -3.19
C 1.13 -1.62 -4.21
Sb -0.04 -2.30 -1.45
C 0.04 -4.34 -0.59
C 1.09 -4.41 0.50
C 0.28 -5.43 -1.63
C -1.87 -2.47 -2.72
C -1.81 -3.60 -3.75
C -3.16 -2.61 -1.92
H 3.23 -3.40 -3.74
H 2.83 -3.73 -2.05
H 3.21 -2.09 -2.56
H 0.82 -3.65 -3.60
H 1.45 -0.67 -3.77
H 0.10 -1.50 -4.56
H 1.77 -1.81 -5.08
H -0.95 -4.47 -0.14
H 2.10 -4.25 0.10
H 1.06 -5.40 0.98
H 0.91 -3.67 1.28
H 1.27 -5.35 -2.08
H -0.46 -5.42 -2.43
H 0.22 -6.41 -1.14
H -1.88 -1.51 -3.26
H -1.91 -4.56 -3.26
H -0.90 -3.59 -4.35
H -2.66 -3.49 -4.44
H -3.14 -3.51 -1.30
H -4.01 -2.69 -2.60
H -3.33 -1.77 -1.27

***

Entry 2:
41
Properties=species:S:1:pos:R:3 method="wB97M-V/def2-TZVPD" de_lowest_kj_mol=301.7 total_charge=0
C 0.28 0.07 5.83
C -0.53 0.55 4.61
S -0.49 -0.79 3.33
C -1.46 0.07 2.06
C -2.99 0.09 2.38
C -1.04 -0.64 0.78
C -1.61 -0.05 -0.55
C -1.03 1.33 -0.83
C 0.38 1.24 -1.37
O 1.22 2.30 -1.40
N 2.40 1.82 -2.01
C 2.25 0.56 -2.30
C 3.29 -0.17 -3.09
C 3.03 0.14 -4.57
C 0.96 0.10 -1.91
C 0.18 -1.19 -2.10
N 0.19 -1.59 -3.52
O 0.91 -2.57 -3.78
C -1.30 -1.01 -1.75
H 0.49 0.91 6.49
H -0.28 -0.71 6.35
H 1.25 -0.38 5.50
H -1.53 0.77 4.93
H -0.07 1.43 4.09
H -1.10 1.11 2.03
H -3.43 -0.92 2.32
H -3.20 0.52 3.35
H -3.53 0.65 1.66
H 0.06 -0.63 0.75
H -1.36 -1.70 0.83
H -2.69 0.00 -0.47
H -1.70 1.77 -1.62
H -1.08 1.96 0.05
H 4.28 0.16 -2.79
H 3.21 -1.22 -2.88
H 3.19 1.21 -4.75
H 3.74 -0.44 -5.21
H 2.00 -0.12 -4.85
H 0.64 -1.97 -1.50
H -1.83 -0.68 -2.63
H -1.67 -2.00 -1.48

***

Entry 3:
95
Properties=species:S:1:pos:R:3 method="wB97M-V/def2-TZVPD" total_energy_ev=-126397.1629 total_charge=+1
C -2.47 -5.28 1.80
O -2.47 -4.43 0.59
B -2.10 -3.02 0.95
O -2.89 -2.15 1.85
C -0.75 -2.40 0.26
C 0.52 -2.17 1.33
C 0.33 -2.59 2.92
O 0.81 -3.73 3.47
O -0.45 -1.63 3.74
C 1.87 -1.54 0.66
C 1.90 -1.15 -0.95
P 3.63 -0.42 -1.48
O 4.71 -1.79 -1.52
O 4.24 0.64 -0.20
N 0.72 -1.35 -1.91
C 0.87 -0.91 -3.36
Cl 2.17 -1.91 -4.30
C 1.11 0.74 -3.52
C 0.47 1.28 -4.96
Cl 0.32 1.70 -2.15
C -0.58 -1.99 -1.36
C -1.90 -2.30 -2.31
C -2.85 -1.00 -2.59
C -3.16 -0.06 -1.29
O -2.92 1.35 -1.70
C -4.05 2.19 -1.24
C -4.03 2.62 0.37
O -5.02 2.59 -2.10
H -3.27 -6.13 1.67
H -2.76 -4.61 2.74
H -1.39 -5.69 2.01
H -3.87 -2.21 1.55
H -0.75 -0.86 3.17
H 2.80 -1.39 1.38
H 5.50 -1.60 -2.12
H 3.41 0.89 0.31
H -0.11 -1.08 -4.01
H 2.24 1.03 -3.56
H 1.16 2.18 -5.34
H 0.56 0.45 -5.80
H -0.63 1.64 -4.75
H -2.55 -3.21 -1.97
H -1.48 -2.63 -3.38
H -2.48 -0.32 -3.49
H -3.90 -1.43 -2.95
H -4.31 -0.14 -1.02
H -2.57 -0.33 -0.32
H -4.62 3.64 0.45
H -4.53 1.72 0.94
H -2.88 2.76 0.64
C -10.11 3.08 0.76
C -9.28 2.86 -0.51
C -7.87 3.39 -0.23
S -7.62 3.23 1.53
O -7.50 4.55 2.10
O -6.64 2.19 1.78
C -9.24 2.59 1.91
H -11.06 2.54 0.72
H -10.33 4.14 0.88
H -9.23 1.79 -0.73
H -9.73 3.36 -1.37
H -7.11 2.81 -0.76
H -7.79 4.45 -0.49
H -9.57 2.96 2.88
H -9.18 1.50 1.92
C 1.67 1.56 7.29
C 2.08 0.16 6.83
C 2.21 0.19 5.31
S 2.64 1.87 4.88
O 1.55 2.44 4.13
O 4.01 1.91 4.41
C 2.58 2.52 6.54
H 1.76 1.67 8.37
H 0.62 1.74 7.01
H 3.05 -0.10 7.28
H 1.36 -0.60 7.15
H 3.00 -0.49 4.96
H 1.26 -0.05 4.82
H 2.21 3.54 6.53
H 3.60 2.49 6.95
C 9.65 -0.06 -4.28
C 10.30 -1.15 -3.43
C 9.19 -2.07 -2.93
S 7.89 -1.99 -4.15
O 6.73 -1.38 -3.54
O 7.82 -3.25 -4.86
C 8.68 -0.79 -5.20
H 10.39 0.52 -4.84
H 9.10 0.63 -3.63
H 11.01 -1.72 -4.05
H 10.87 -0.72 -2.59
H 9.54 -3.11 -2.84
H 8.79 -1.73 -1.98
H 7.93 -0.13 -5.64
H 9.21 -1.32 -5.99

***

Entry 4:
100
Properties=species:S:1:pos:R:3 method="wB97M-V/def2-TZVPD" de_lowest_kj_mol=212.6 s2=0.755 spin_multiplicity=2 total_charge=+1
O 2.13 -2.53 -0.71
H 3.04 -2.25 -0.76
H 1.62 -1.72 -0.67
O -0.04 -0.79 -0.98
H -0.74 -1.03 -1.58
H -0.45 -0.18 -0.37
O -2.18 1.06 0.33
H -2.86 1.50 0.83
H -2.62 0.29 -0.04
O -3.49 -1.13 -1.28
H -3.73 -0.55 -2.00
H -3.84 -1.98 -1.52
O 1.35 -3.20 -3.24
H 1.45 -3.02 -2.31
H 2.19 -3.58 -3.51
C 2.02 1.00 -5.70
C 2.44 -0.17 -4.85
C 2.53 0.06 -3.33
O 3.45 1.14 -3.23
C 3.34 1.81 -1.99
N 1.46 -1.16 -5.16
H 2.41 1.98 -5.45
H 1.00 1.34 -5.54
H 2.08 0.79 -6.77
H 3.47 -0.37 -5.13
H 2.87 -0.75 -2.68
H 1.54 0.16 -2.90
H 4.11 2.56 -1.82
H 3.53 1.12 -1.17
H 2.40 2.27 -1.71
H 0.55 -0.74 -5.05
H 1.45 -1.85 -4.42
C -0.23 3.45 -0.78
C -0.27 4.12 0.55
C -0.81 5.59 0.38
O -1.17 6.11 1.69
C -0.06 6.69 2.39
N -1.25 3.41 1.37
H -1.25 3.33 -1.15
H 0.09 2.41 -0.77
H 0.40 4.00 -1.47
H 0.66 4.00 1.11
H -1.61 5.64 -0.36
H 0.03 6.19 0.01
H 0.67 5.93 2.65
H -0.31 7.18 3.33
H 0.55 7.41 1.86
H -1.35 2.52 0.90
H -2.16 3.81 1.20
C -2.94 -6.42 -3.31
C -2.27 -5.08 -3.20
C -2.65 -4.27 -1.98
O -4.10 -4.01 -1.83
C -4.50 -4.12 -0.45
N -0.80 -5.19 -3.36
H -4.00 -6.30 -3.09
H -2.49 -7.14 -2.64
H -2.71 -6.80 -4.31
H -2.52 -4.48 -4.08
H -2.05 -3.39 -2.20
H -2.22 -4.72 -1.09
H -4.15 -5.02 0.06
H -5.58 -4.04 -0.32
H -4.24 -3.17 0.02
H -0.26 -4.37 -3.60
H -0.59 -5.86 -4.09
C 1.85 1.12 1.53
C 2.90 2.13 1.76
C 2.68 3.14 2.81
O 3.82 3.90 3.14
C 3.67 4.69 4.32
N 4.17 1.37 1.86
H 0.84 1.48 1.33
H 1.66 0.79 2.55
H 2.11 0.39 0.77
H 2.90 2.60 0.77
H 2.46 2.51 3.67
H 1.83 3.81 2.70
H 3.08 5.61 4.25
H 4.68 4.96 4.62
H 3.27 4.24 5.23
H 4.91 1.97 2.18
H 4.19 0.78 2.68
C -0.33 -1.12 4.43
C -1.73 -1.73 4.57
C -2.06 -3.11 3.86
O -1.79 -3.07 2.46
C -2.45 -2.03 1.69
N -1.72 -1.97 6.01
H -0.22 -0.85 3.38
H 0.45 -1.85 4.60
H -0.18 -0.15 4.92
H -2.42 -0.97 4.23
H -3.14 -3.22 3.87
H -1.51 -3.97 4.25
H -3.53 -2.04 1.81
H -2.27 -2.17 0.63
H -2.04 -1.04 1.93
H -0.94 -2.60 6.13
H -1.41 -1.07 6.36

***

Entry 5:
91
Properties=species:S:1:pos:R:3 method="wB97M-V/def2-TZVPD" total_energy_ev=-139211.1031 total_charge=+1
C -0.19 4.29 0.20
C 0.35 3.20 0.11
C 0.87 1.88 0.39
N 0.96 1.44 1.80
C 0.76 2.33 2.95
C 1.99 2.48 3.91
C 1.73 1.82 5.26
Br 2.18 4.41 4.22
C 1.25 0.19 1.79
N 1.43 -0.59 2.92
C 1.33 -0.35 0.36
C 1.10 -1.85 0.21
C 2.24 -2.59 -0.47
C 3.62 -2.38 0.19
C 4.73 -2.64 -0.85
C 5.34 -1.28 -1.30
C 6.55 -0.91 -0.41
C 6.32 0.44 0.34
C 0.29 0.64 -0.29
C -1.11 0.19 0.07
C -2.18 1.29 0.10
C -2.38 2.00 -1.23
O -3.07 3.25 -1.04
C -3.06 4.00 -2.20
C -1.79 4.64 -2.70
O -4.08 4.15 -2.80
C 0.64 0.58 -1.84
O -0.47 0.29 -2.63
C -0.52 -1.04 -3.11
C -1.94 -1.49 -3.31
O -2.52 -2.01 -2.13
C -2.24 -3.38 -1.95
C -2.46 -3.80 -0.53
O -3.81 -4.10 -0.28
C -4.01 -4.93 0.83
C -4.57 -4.18 2.04
H -0.64 5.23 0.29
H 1.91 1.95 0.06
H -0.06 1.90 3.53
H 0.42 3.31 2.65
H 2.87 2.09 3.42
H 2.01 0.77 5.21
H 2.35 2.27 6.02
H 0.70 1.93 5.58
H 0.74 -0.33 3.62
H 2.37 -0.51 3.29
H 2.35 -0.11 0.03
H 1.02 -2.27 1.22
H 0.13 -2.03 -0.26
H 2.04 -3.66 -0.45
H 2.31 -2.33 -1.53
H 3.74 -1.41 0.65
H 3.74 -3.16 0.94
H 4.32 -3.10 -1.75
H 5.49 -3.31 -0.47
H 4.55 -0.54 -1.23
H 5.63 -1.35 -2.35
H 6.66 -1.67 0.36
H 7.46 -0.89 -1.01
H 6.69 1.26 -0.27
H 6.83 0.39 1.30
H 5.26 0.54 0.53
H -1.48 -0.57 -0.60
H -1.13 -0.27 1.06
H -3.14 0.86 0.37
H -1.97 2.05 0.85
H -3.00 1.40 -1.91
H -1.45 2.22 -1.73
H -1.56 5.46 -2.02
H -1.90 5.06 -3.68
H -0.93 3.99 -2.64
H 1.05 1.55 -2.13
H 1.44 -0.15 -1.99
H -0.04 -1.06 -4.10
H 0.05 -1.74 -2.50
H -2.52 -0.60 -3.58
H -2.05 -2.17 -4.15
H -2.92 -3.96 -2.59
H -1.21 -3.63 -2.20
H -1.84 -4.70 -0.37
H -2.13 -3.03 0.18
H -4.72 -5.73 0.61
H -3.10 -5.44 1.17
H -4.57 -4.83 2.91
H -3.95 -3.32 2.30
H -5.60 -3.89 1.88
C -7.00 4.34 -0.71
Cl -6.83 3.82 0.97
Cl -8.69 4.48 -1.20
H -6.52 5.31 -0.81
H -6.50 3.62 -1.35

***

Entry 6:
13
Properties=species:S:1:pos:R:3 method="wB97M-V/def2-TZVPD" de_lowest_kj_mol=45.6 s2=0.755 spin_multiplicity=2 total_charge=+1
C -1.75 0.86 -0.84
S -2.50 -0.03 0.47
S -0.96 -0.02 1.92
H -0.81 0.53 -1.29
H -2.46 1.03 -1.65
H -1.47 1.87 -0.54
H 0.15 0.76 1.78
C 1.77 -0.40 -0.43
N 1.43 -1.38 0.41
O 1.27 0.72 -0.39
H 2.61 -0.52 -1.12
H 0.83 -1.16 1.20
H 1.90 -2.26 0.48

***

Entry 7:
13
Properties=species:S:1:pos:R:3 method="wB97M-V/def2-TZVPD" de_lowest_kj_mol=76.1 total_charge=0
C -1.94 1.80 0.37
C -1.73 0.63 -0.60
S -2.08 -1.03 0.13
H -1.17 1.95 1.16
H -2.04 2.73 -0.20
H -2.86 1.51 0.90
H -0.65 0.62 -0.96
H -2.28 0.61 -1.48
H -2.35 -1.62 -1.08
S 1.97 0.69 0.83
S 2.02 -0.89 -0.78
H 1.62 -0.18 1.72
H 1.04 -0.45 -1.55

***

Entry 8:
25
Properties=species:S:1:pos:R:3 method="wB97M-V/def2-TZVPD" total_energy_ev=-14896.6761 s2=2.007 spin_multiplicity=3 total_charge=+1
C 1.87 1.01 -0.09
C 1.53 -0.99 0.61
C 2.68 -1.04 -0.48
C -2.22 0.62 0.32
C -2.61 -0.81 -0.13
N 1.43 0.35 0.97
N 2.51 0.25 -0.92
N -0.96 2.39 0.53
N -1.04 1.13 -0.03
N -0.13 0.84 -0.94
O -1.37 -1.61 -0.25
H 1.86 2.11 -0.20
H 0.55 -1.28 0.08
H 1.73 -1.53 1.48
H 3.70 -1.24 -0.06
H 2.42 -1.76 -1.29
H -2.89 1.26 0.76
H 0.98 0.92 1.79
H -2.96 -0.83 -1.19
H -3.29 -1.24 0.47
H -0.11 2.91 0.29
H -1.86 2.80 0.74
H 3.17 0.60 -1.63
H -0.39 0.04 -1.49
H -1.73 -2.47 -0.50